(1)
Here is a cluster of 3 separate species, C14H27N4O6 in total at a distorted geometry from the Open Molecules 2025 dataset. Energies are from ωB97M-V/def2-TZVPD.

HOMO level: -12.5 eV
Frontier orbital gap: 7.64 eV
Energy relative to the best compared isomer or geometry (same formula, charge and spin): 0.083 eV
E: -1219.7462 Ha
Net charge: +1

```
51
Properties=species:S:1:pos:R:3:forces:R:3:nbo_charge:R:1
C -3.299 3.489 1.783 0.25 1.25 1.12 -0.442
N -2.951 2.025 1.634 -0.34 0.39 -2.23 -0.666
C -2.556 1.653 0.221 -0.72 0.07 -0.28 -0.039
N -1.041 1.365 0.275 -0.81 -0.13 -0.17 -0.804
C -0.351 0.666 -0.686 1.75 -1.00 -1.39 0.833
N 0.280 1.486 -1.808 0.71 -2.19 5.12 -0.557
C 1.716 0.985 -2.064 0.82 -1.57 -0.98 -0.261
C 2.245 0.055 -0.817 0.21 -0.35 -0.76 -0.467
C 1.253 -1.270 -0.756 1.75 0.10 -1.71 -0.256
N -0.218 -0.855 -0.549 1.55 5.30 1.38 -0.569
H -2.764 3.860 2.782 -1.38 -0.62 -2.08 0.201
H -4.460 3.693 1.881 2.43 -0.39 -0.33 0.219
H -2.838 4.169 0.922 -1.10 -1.75 1.72 0.212
H -3.675 1.388 2.034 0.87 0.91 -0.74 0.399
H -2.730 2.520 -0.574 0.28 -1.68 1.92 0.201
H -3.114 0.709 -0.208 1.19 1.71 1.09 0.212
H -0.517 1.681 1.123 -0.79 -0.58 -1.08 0.459
H 0.436 2.444 -1.374 -1.15 -1.34 -0.68 0.411
H 1.620 0.296 -3.030 0.60 1.53 2.04 0.228
H 2.454 1.886 -2.290 -1.89 -1.84 0.50 0.254
H 2.297 0.611 0.220 -0.38 -0.97 -2.02 0.248
H 3.359 -0.265 -1.075 -2.48 0.44 0.53 0.264
H 1.645 -1.998 0.073 -1.24 1.39 -1.54 0.261
H 1.295 -1.784 -1.827 0.10 0.94 2.52 0.225
H -0.460 -1.037 0.472 -0.07 0.39 -1.71 0.426
C 1.243 4.218 5.154 0.38 0.11 -0.17 -0.629
C 0.551 3.060 4.465 0.05 1.42 0.81 0.061
C 0.027 2.022 5.410 -0.67 0.25 0.72 -0.099
O 0.036 0.851 4.612 0.87 -0.32 -1.12 -0.476
C 1.021 1.027 3.682 0.59 -1.27 -0.73 0.970
O 1.446 0.149 2.950 -0.94 1.64 1.02 -0.613
O 1.472 2.318 3.682 -0.18 -1.47 -0.46 -0.488
H 0.531 4.815 5.733 0.04 -0.11 -0.12 0.232
H 2.031 3.864 5.827 -0.21 -0.05 -0.07 0.227
H 1.730 4.865 4.417 -0.21 -0.03 0.10 0.233
H -0.235 3.433 3.797 -0.03 -0.10 0.07 0.176
H -0.986 2.245 5.758 0.14 -0.21 -0.12 0.214
H 0.673 1.853 6.278 0.02 0.17 -0.12 0.197
C 0.026 -3.602 -3.320 -0.16 0.39 -0.13 -0.630
C -0.238 -4.784 -4.229 -0.04 0.69 1.00 0.058
C 0.923 -5.725 -4.346 0.34 -0.61 0.58 -0.096
O 0.718 -6.304 -5.624 -0.44 0.50 -0.57 -0.477
C 0.033 -5.378 -6.360 -0.37 -0.27 -3.00 0.959
O -0.149 -5.450 -7.564 0.44 0.19 2.97 -0.556
O -0.417 -4.357 -5.570 0.25 -0.58 -0.61 -0.489
H 0.132 -3.920 -2.278 -0.06 -0.06 -0.13 0.217
H 0.937 -3.070 -3.617 -0.02 -0.22 -0.07 0.207
H -0.793 -2.878 -3.387 0.02 -0.18 0.10 0.229
H -1.152 -5.305 -3.916 0.14 -0.04 -0.01 0.189
H 0.918 -6.494 -3.568 0.02 0.00 -0.27 0.208
H 1.896 -5.223 -4.347 -0.13 0.13 0.08 0.182
```
Positions in Å, forces in eV/Å.

(2)
Here is the molecule C14H27NO10P2S at a distorted geometry from the Open Molecules 2025 dataset. Energies are from ωB97M-V/def2-TZVPD.

HOMO level: -9.2 eV
Frontier orbital gap: 8.88 eV
Energy relative to the best compared isomer or geometry (same formula, charge and spin): 4.842 eV
E: -2437.5095 Ha
SMILES: COCCC[C@@]1(S(C)(=O)=O)C(=O)O[C@@](N=C(C)C)(P(=O)(O)O)[C@@]1(COC)[PH2]=O
Net charge: 0

```
55
Properties=species:S:1:pos:R:3:forces:R:3:nbo_charge:R:1
C -4.047 -3.686 0.666 -0.45 0.39 1.56 -0.264
O -3.904 -2.466 -0.099 0.34 -1.68 -1.25 -0.552
C -3.546 -2.707 -1.471 -0.24 0.62 -1.08 -0.058
C -2.245 -1.906 -1.964 -0.12 0.03 -0.86 -0.436
C -2.113 -0.425 -1.346 -0.43 -0.15 -0.74 -0.458
C -0.923 -0.212 -0.303 1.00 -0.47 0.23 -0.383
S -1.760 0.600 1.151 -1.37 -1.53 6.89 2.023
C -2.900 1.989 0.739 0.46 1.85 -0.63 -0.843
O -2.629 -0.487 1.776 1.70 2.39 -2.83 -0.920
O -0.838 1.072 2.241 -0.95 -0.18 -3.29 -0.923
C -0.270 -1.505 0.441 -0.60 -1.58 1.05 0.819
O -0.703 -2.640 0.632 1.46 3.93 -0.86 -0.500
O 0.978 -1.083 0.967 -1.15 -1.04 -0.30 -0.560
C 1.639 0.018 0.274 -4.00 1.13 0.04 0.062
N 1.840 1.310 0.937 3.25 -3.17 0.94 -0.602
C 2.569 1.246 2.039 0.66 1.00 0.39 0.543
C 2.245 0.449 3.369 0.29 -0.75 -0.04 -0.750
C 3.927 2.125 2.048 -1.63 0.64 0.82 -0.707
P 3.253 -0.777 -0.300 5.52 1.18 -2.37 2.203
O 4.103 0.183 -1.164 -2.75 -2.57 2.17 -1.048
O 3.025 -2.300 -1.074 0.30 2.61 0.97 -0.975
O 4.272 -1.158 1.042 -2.36 -0.13 -1.67 -0.968
C 0.494 0.388 -0.836 -0.29 0.11 -1.45 -0.231
C 0.551 1.904 -1.336 -0.23 0.18 -1.43 -0.116
O -0.249 2.839 -0.584 1.61 -0.23 -0.04 -0.576
C 0.554 4.029 -0.408 0.08 1.07 0.47 -0.265
P 0.779 -0.497 -2.530 2.82 1.48 -2.63 1.391
O 1.996 0.091 -3.295 -2.51 -1.52 2.00 -1.065
H -3.132 -3.782 1.345 -1.15 -0.24 -1.10 0.205
H -4.951 -3.529 1.359 1.30 -0.23 -1.01 0.189
H -4.269 -4.615 0.048 0.54 1.23 0.60 0.174
H -4.429 -2.340 -2.118 1.23 -0.46 0.88 0.169
H -3.406 -3.809 -1.742 -0.11 1.38 0.64 0.187
H -1.307 -2.546 -1.853 -1.27 0.99 0.15 0.221
H -2.382 -1.760 -3.102 0.20 -0.33 1.67 0.214
H -3.159 -0.186 -0.925 1.88 -0.36 -0.11 0.272
H -1.961 0.353 -2.185 -0.16 -1.24 1.28 0.228
H -2.390 2.950 1.118 -0.49 -1.70 -0.63 0.271
H -3.890 1.923 1.301 1.46 -0.67 -0.90 0.278
H -3.002 2.115 -0.386 -0.11 -0.29 1.48 0.248
H 2.874 -0.521 3.373 -0.75 1.52 -0.03 0.262
H 2.522 1.046 4.316 -0.16 -0.71 -1.71 0.240
H 1.164 0.123 3.486 1.31 0.65 -0.62 0.275
H 3.591 3.175 2.396 0.65 -1.41 -0.58 0.240
H 4.390 2.206 1.008 -0.78 -0.36 1.48 0.264
H 4.640 1.747 2.848 -0.89 0.33 -1.16 0.234
H 3.533 -2.205 -1.918 -0.52 0.12 0.68 0.524
H 4.911 -1.833 0.727 -0.56 0.48 0.18 0.511
H 1.615 2.319 -1.436 -1.39 -1.29 0.29 0.260
H 0.134 1.906 -2.417 0.53 0.05 1.48 0.185
H -0.062 4.784 0.201 0.84 -1.15 -1.03 0.200
H 1.532 3.829 0.160 -1.46 0.00 -0.75 0.198
H 0.831 4.471 -1.427 -0.48 -0.46 1.33 0.179
H 0.858 -1.930 -2.372 -0.34 0.80 0.30 -0.029
H -0.350 -0.284 -3.417 0.26 -0.29 1.15 -0.040
```
Positions in Å, forces in eV/Å.

(3)
Here is a structure of composition C14H28AsBr2Cl6N2O4 at a distorted geometry from the Open Molecules 2025 dataset. Energies are from ωB97M-V/def2-TZVPD.

HOMO level: -3.5 eV
Frontier orbital gap: 4.66 eV
E: -11105.4629 Ha
Net charge: -1

```
57
Properties=species:S:1:pos:R:3:forces:R:3:nbo_charge:R:1
C 0.573 4.046 -0.778 -0.03 0.41 -0.45 -0.468
C -0.626 3.929 -0.855 -1.04 -0.78 -0.28 0.200
C -2.059 3.632 -1.073 0.73 1.41 -0.07 -0.850
As -2.498 1.634 -0.991 3.18 -1.97 -1.10 0.993
C -2.705 -0.405 -0.907 -0.71 -0.22 0.16 -0.512
N -3.573 -0.879 0.199 0.31 -0.07 -0.70 -0.848
N -4.225 1.885 -0.014 -1.58 1.77 0.72 -0.826
C -4.120 2.441 1.255 0.03 -0.54 0.19 0.686
C -4.675 3.824 1.619 -0.38 -0.36 0.21 -0.711
O -3.597 1.798 2.146 0.51 -0.01 0.37 -0.620
C -5.245 2.464 -0.797 -0.65 -0.65 -0.12 0.752
C -6.476 1.570 -1.040 0.12 0.68 0.58 -0.718
O -5.259 3.580 -1.257 0.37 0.44 -0.10 -0.596
H 1.573 4.349 -0.974 0.12 -0.12 0.30 0.226
H -2.281 3.967 -2.096 -0.09 -0.16 0.11 0.232
H -2.651 4.274 -0.414 -0.10 -0.28 0.02 0.222
H -1.647 1.554 0.332 -0.50 0.18 0.34 -0.159
H -1.171 1.380 -1.770 -0.27 0.20 -0.11 -0.122
H -3.237 1.679 -2.392 -0.66 0.36 0.32 -0.190
H -1.705 -0.867 -0.841 0.02 0.43 -0.10 0.156
H -3.151 -0.723 -1.864 0.04 0.14 0.14 0.163
H -2.993 -0.945 1.025 -0.30 -0.05 0.19 0.354
H -3.939 -1.793 -0.040 0.15 -0.12 0.31 0.332
H -4.666 3.906 2.708 0.09 -0.20 -0.09 0.217
H -4.062 4.641 1.236 -0.25 -0.11 -0.35 0.227
H -5.719 3.898 1.298 0.23 0.37 -0.18 0.212
H -7.320 2.257 -1.153 0.07 -0.15 -0.36 0.208
H -6.337 0.972 -1.942 -0.01 -0.11 0.17 0.232
H -6.686 0.965 -0.155 0.30 -0.31 -0.29 0.222
C 1.715 -0.416 -1.169 -0.14 0.52 0.08 -0.088
C 3.195 -0.126 -1.229 0.17 -0.23 0.48 -0.099
O 3.460 1.024 -0.418 0.36 -0.02 -0.20 -0.737
O 1.016 0.732 -1.598 0.19 -0.36 -0.40 -0.711
H 1.435 -1.263 -1.798 -0.01 0.04 -0.02 0.175
H 1.417 -0.630 -0.132 0.15 -0.26 0.01 0.154
H 3.500 0.128 -2.245 -0.04 0.06 0.01 0.176
H 3.792 -0.972 -0.879 -0.05 -0.04 -0.10 0.166
H 3.335 0.762 0.502 -0.11 0.08 0.02 0.469
H 1.511 1.493 -1.266 -0.26 0.12 0.13 0.483
Br 3.594 -2.824 1.664 -0.04 -0.05 -0.06 0.001
C 4.690 -4.323 1.080 0.00 0.21 0.30 -0.459
C 5.870 -3.861 0.267 0.04 -0.19 -0.25 -0.450
Br 5.339 -3.377 -1.542 0.06 0.03 0.02 -0.010
H 4.037 -4.998 0.537 0.04 0.03 -0.06 0.231
H 5.024 -4.806 1.997 0.05 -0.02 -0.04 0.228
H 6.591 -4.667 0.146 -0.05 -0.03 0.04 0.226
H 6.367 -2.995 0.693 -0.08 0.01 0.04 0.233
C 2.617 2.629 3.222 -0.08 0.23 -0.18 -0.405
Cl 2.652 0.886 3.556 0.11 -0.08 0.07 -0.054
Cl 1.778 2.979 1.710 0.04 0.01 0.30 0.025
H 2.099 3.126 4.035 -0.07 -0.12 0.00 0.217
H 3.637 2.990 3.153 0.02 -0.12 -0.03 0.211
C 4.372 -8.095 -0.140 -0.08 -0.01 -0.09 -0.228
Cl 5.900 -7.770 0.697 -0.02 -0.01 -0.01 0.042
Cl 4.270 -7.090 -1.588 0.03 -0.03 0.11 0.072
Cl 4.305 -9.802 -0.596 0.02 0.05 0.03 0.056
Cl 3.021 -7.720 0.937 0.06 -0.02 -0.03 0.063
```
Positions in Å, forces in eV/Å.

(4)
Here is a structure of composition C14H28BBiI2N5O6PTe at a distorted geometry from the Open Molecules 2025 dataset. Energies are from ωB97M-V/def2-TZVPD.

HOMO level: -8.0 eV
Frontier orbital gap: 6.74 eV
Energy relative to the best compared isomer or geometry (same formula, charge and spin): 1.834 eV
E: -2719.6463 Ha
Net charge: 0

```
59
Properties=species:S:1:pos:R:3:forces:R:3:nbo_charge:R:1
Bi 0.152 1.864 0.578 -1.24 -0.78 0.44 1.812
C -2.132 -0.669 -2.637 -0.08 0.13 0.05 -0.685
C -1.458 0.357 -1.787 -0.26 0.52 -0.06 0.271
N -0.575 0.068 -0.911 0.46 -0.29 -0.19 -0.192
O -0.268 -1.263 -0.771 -0.65 0.40 -0.12 -0.551
C -1.826 1.816 -1.929 0.15 -0.72 -0.15 0.188
C -2.874 2.293 -2.871 -0.08 -0.11 -0.05 -0.677
N -1.159 2.614 -1.190 0.10 0.25 0.45 -0.190
O -1.332 3.921 -1.200 -0.10 0.01 -0.22 -0.630
H -1.549 -1.581 -2.677 0.07 -0.03 0.01 0.258
H -2.290 -0.279 -3.643 -0.01 -0.01 0.03 0.233
H -3.111 -0.910 -2.211 0.04 0.03 -0.01 0.251
H 0.615 -1.259 -0.346 0.28 0.01 0.05 0.515
H -3.682 1.567 -2.960 0.03 0.04 0.01 0.229
H -2.457 2.467 -3.866 0.00 0.00 0.00 0.236
H -3.266 3.237 -2.501 -0.01 0.04 0.00 0.265
B 2.385 -0.861 4.126 0.08 0.08 -0.16 -0.585
C 1.467 -0.229 2.994 0.37 -0.41 0.64 0.442
N 0.772 0.217 2.187 -0.04 0.18 -0.40 -0.727
H 1.793 -0.784 5.187 0.02 -0.01 -0.21 0.021
H 3.403 -0.188 4.141 -0.06 -0.09 -0.02 0.006
H 2.603 -2.017 3.801 -0.02 0.12 0.00 0.002
N 2.339 -1.071 -0.233 0.31 -0.08 0.13 -0.521
C 3.316 -1.652 -0.005 0.50 -0.09 0.00 0.545
N 4.447 -2.296 0.212 -0.42 0.24 -0.06 -0.469
C 5.370 -1.943 1.304 -0.22 -0.02 -0.22 -0.235
C 5.681 -3.195 2.088 0.12 -0.27 -0.07 -0.085
O 6.159 -4.234 1.233 -0.10 0.16 0.05 -0.518
C 5.184 -4.596 0.270 0.10 -0.09 0.16 -0.080
C 4.859 -3.426 -0.629 -0.07 0.23 0.05 -0.228
H 4.902 -1.204 1.944 -0.08 0.11 0.07 0.248
H 6.283 -1.533 0.866 0.03 0.05 -0.02 0.198
H 4.786 -3.525 2.619 -0.08 -0.05 0.05 0.188
H 6.468 -2.994 2.811 0.04 -0.04 0.03 0.208
H 4.273 -4.943 0.771 -0.03 -0.02 0.02 0.174
H 5.600 -5.413 -0.316 0.03 -0.04 0.02 0.203
H 4.059 -3.670 -1.325 -0.04 0.00 -0.01 0.223
H 5.748 -3.140 -1.195 0.03 0.04 -0.05 0.201
C -1.516 -1.310 4.898 -0.02 -0.07 0.03 -0.650
C -1.425 0.192 4.713 0.13 -0.03 -0.13 -0.056
O -2.251 0.702 3.652 -0.23 0.03 0.27 -0.836
P -2.262 0.060 2.161 0.23 -0.24 -0.25 1.592
O -1.745 1.322 1.288 0.51 0.37 -0.15 -1.231
Te -1.405 4.553 1.133 0.05 0.23 0.03 0.466
O -3.847 0.286 1.781 0.05 0.03 -0.03 -0.821
C -4.778 -0.696 2.255 0.19 0.10 0.01 -0.067
C -4.722 -1.986 1.457 0.04 -0.02 -0.10 -0.639
H -0.833 -1.623 5.691 -0.06 0.06 -0.02 0.226
H -1.232 -1.841 3.988 0.02 0.03 0.05 0.221
H -2.531 -1.610 5.172 0.03 0.02 -0.03 0.202
H -0.388 0.490 4.543 -0.11 -0.01 0.01 0.185
H -1.770 0.707 5.605 -0.05 0.06 0.10 0.186
H -5.758 -0.233 2.161 -0.06 0.03 0.02 0.186
H -4.607 -0.883 3.319 0.02 -0.03 0.02 0.174
H -4.972 -1.799 0.409 0.00 -0.01 0.08 0.202
H -5.434 -2.709 1.861 0.00 0.04 -0.03 0.211
H -3.725 -2.431 1.493 -0.04 0.03 0.04 0.220
I -3.999 3.956 0.975 0.09 -0.10 -0.04 -0.055
I -1.389 4.648 3.894 0.06 -0.01 -0.13 -0.260
```
Positions in Å, forces in eV/Å.

Q: Which of these has the highest frontier orbital gap?
A: C14H27NO10P2S

Q: Which of these has the highest net charge?
A: C14H27N4O6

Q: Which of these has the highest net charge?
A: C14H27N4O6